Entry 1:
The following is a DFT calculation (wB97M-V/def2-TZVPD) of one molecule with the formula C11H14O2Se at a distorted geometry.

Output
- charge = 0
- M (g mol⁻¹) = 257.2
- HOMO energy (Ha) = -0.3121
- E (eV) = -81072.7213
- energy above the lowest of the compared OMol25 structures with the same formula, charge and spin (kJ/mol) = 0.0
- SMILES = CO[C@](C)([Se]c1ccccc1)C(C)=O
- orbital gap (eV) = 9.215

Geometry (Å):
C  -1.0215  2.4318  -0.9929
O  -0.0447  1.6916  -0.2131
C  -0.3275  1.0693  0.9549
C  -0.8362  2.1369  2.1337
Se  1.3240  0.0521  1.5285
C  1.6500  -0.9238  -0.1291
C  1.2170  -2.2349  -0.1830
C  1.2556  -2.9170  -1.3855
C  1.7534  -2.2900  -2.5179
C  2.3352  -1.0277  -2.4030
C  2.2998  -0.3471  -1.2184
C  -1.3766  -0.1039  0.8262
C  -2.1147  -0.6037  2.0183
O  -1.6349  -0.5550  -0.2709
H  -1.3531  3.1962  -0.2960
H  -1.8351  1.7554  -1.3446
H  -0.4161  3.0324  -1.5630
H  -0.8093  1.7953  3.2407
H  -0.2951  3.0874  1.8593
H  -1.8684  2.4375  1.9977
H  0.8928  -2.7035  0.6186
H  0.8570  -3.8527  -1.4632
H  1.9080  -2.8068  -3.4604
H  2.7469  -0.6469  -3.2905
H  2.7829  0.7016  -1.1959
H  -1.8447  -1.6200  2.0270
H  -2.0266  -0.1277  3.0409
H  -3.2182  -0.6267  1.6816

=====

Entry 2:
The following is a DFT calculation (wB97M-V/def2-TZVPD) of a 15-piece molecular cluster, C13H44BNO22 overall at a distorted geometry.

Output
- multiplicity = 2
- charge = -3
- M (g mol⁻¹) = 577.3
- HOMO energy (spin up / spin down) (Ha) = 0.1039 / 0.0674
- E (eV) = -61408.5025
- orbital gap (spin up / spin down) (eV) = 3.002 / 3.992

Geometry (Å):
C  -3.1491  5.3786  3.2324
C  -2.3500  4.6912  2.0067
C  -1.0364  5.5351  1.8815
C  -0.0073  5.0453  0.8669
C  0.4326  3.6240  1.4080
C  -0.7453  2.6564  1.6458
N  -1.8811  3.2894  2.3750
O  -3.0520  2.4399  2.6051
C  -0.2182  1.5411  2.4782
C  -1.0556  2.1017  0.2195
C  -3.1866  4.7976  0.6667
H  -4.2013  5.0942  3.2225
H  -3.1354  6.4663  3.3007
H  -2.6285  5.0239  4.1220
H  -0.5627  5.7257  2.8444
H  -1.3158  6.5685  1.6760
H  0.8730  5.6829  0.7862
H  -0.4378  4.9057  -0.1247
H  1.0286  3.6745  2.3192
H  1.0197  3.0860  0.6637
H  0.7271  1.1719  2.0804
H  -0.9272  0.7190  2.5762
H  0.0093  1.8914  3.4850
H  -0.2015  1.4825  -0.0545
H  -1.3646  2.9456  -0.3974
H  -1.9780  1.5247  0.1534
H  -3.9667  4.0458  0.7862
H  -2.6061  4.5913  -0.2325
H  -3.7934  5.6956  0.5503
O  -0.6518  -2.5367  3.3131
C  0.1105  -2.5120  2.3500
O  -0.0371  -1.7797  1.2814
B  1.0172  -2.0530  0.3019
O  1.9615  -3.0007  1.0170
C  1.4349  -3.3758  2.1517
O  1.8433  -4.1554  3.0368
O  0.3817  -2.5906  -0.8934
C  0.3722  -1.8204  -1.8904
O  -0.0355  -2.0376  -3.0600
C  1.2267  -0.5898  -1.5068
O  1.6271  -0.8418  -0.2354
O  1.6068  0.2983  -2.2660
O  2.7228  1.6144  -4.2991
H  2.1729  2.3568  -4.0485
H  2.2471  0.8461  -3.9835
O  -3.1714  -2.7158  4.2087
H  -3.3623  -1.7863  4.3344
H  -2.2789  -2.7329  3.8632
O  -1.2904  -5.3856  -2.1437
H  -1.3251  -5.0306  -1.2554
H  -0.4077  -5.1784  -2.4506
O  0.5520  -6.8421  3.6205
H  0.7798  -7.2842  4.4384
H  1.1977  -6.1401  3.5392
O  4.5204  -2.1462  -0.5853
H  5.2107  -2.6447  -0.1480
H  3.8178  -2.0903  0.0624
O  1.3704  -4.7165  -3.3203
H  1.1763  -3.7835  -3.2303
H  2.3255  -4.7677  -3.2826
O  -1.2176  1.8291  -3.2390
H  -0.4111  2.0825  -2.7900
H  -1.6294  2.6591  -3.4791
O  2.7677  -5.1642  -0.4350
H  3.1384  -5.7658  0.2107
H  2.4641  -4.4167  0.0800
O  -0.7654  -2.3939  -6.0891
H  -0.2547  -3.0062  -5.5595
H  -1.2990  -2.9525  -6.6543
O  1.3181  -3.9248  5.7990
H  0.9439  -3.0951  6.0954
H  1.6729  -3.7317  4.9312
O  0.4805  0.3394  -5.3804
H  -0.0590  -0.4417  -5.5029
H  -0.1400  1.0219  -5.1247
O  4.5196  0.6121  -2.3225
H  4.0257  0.1816  -1.6247
H  3.8517  1.0257  -2.8693
O  -2.5159  -0.2047  -4.3312
H  -2.0600  0.4299  -3.7783
H  -2.2351  -1.0575  -3.9994

=====

Entry 3:
The following is a DFT calculation (wB97M-V/def2-TZVPD) of ArH20O10 as an isolated structure at a distorted geometry.

Output
- charge = 0
- M (g mol⁻¹) = 220.1
- HOMO energy (Ha) = -0.3880
- E (eV) = -35154.3945
- energy above the lowest of the compared OMol25 structures with the same formula, charge and spin (kJ/mol) = 50.7
- orbital gap (eV) = 10.528

Geometry (Å):
Ar  -0.6449  -0.7370  -0.1555
O  -2.7220  1.6825  0.9809
H  -2.7342  1.1874  0.1618
H  -1.7925  1.8130  1.1687
O  -3.8352  0.2497  -1.2385
H  -4.2430  0.4233  -2.0869
H  -3.3590  -0.5710  -1.3645
O  -2.3439  -1.5727  -3.2236
H  -2.4841  -0.6732  -3.5191
H  -3.1868  -2.0048  -3.3615
O  1.1090  -0.1758  3.1675
H  0.2073  -0.4840  3.0776
H  1.0984  0.3713  3.9529
O  0.0554  1.8934  1.7823
H  0.5657  2.7030  1.8011
H  0.6330  1.2365  2.1711
O  3.5785  0.3135  1.4034
H  2.7395  -0.1458  1.4420
H  3.3804  1.1381  0.9595
O  -1.5211  -0.6654  3.6764
H  -2.0281  0.1455  3.6360
H  -2.1258  -1.3420  3.3717
O  2.3874  -3.4681  -1.3104
H  2.2641  -2.5733  -1.6272
H  2.8753  -3.3683  -0.4930
O  1.6714  1.8616  -2.3923
H  0.7460  1.9121  -2.1529
H  2.0711  2.6201  -1.9667
O  2.2675  -0.8461  -2.5242
H  3.0096  -0.9810  -3.1134
H  2.3611  0.0577  -2.2233

=====

Entry 4:
The following is a DFT calculation (wB97M-V/def2-TZVPD) of one molecule with the formula C18H21N5O5 at a distorted geometry.

Output
- charge = 0
- M (g mol⁻¹) = 387.4
- HOMO energy (Ha) = -0.3268
- E (eV) = -36690.9352
- energy above the lowest of the compared OMol25 structures with the same formula, charge and spin (kJ/mol) = 311.7
- SMILES = Cc1ccc(C(=O)NC(C)(COc2nonc2C)COc2nonc2C)cc1
- orbital gap (eV) = 9.421

Geometry (Å):
C  -5.2266  -2.1939  -1.2751
C  -4.1848  -1.1432  -1.0430
C  -4.2759  -0.2900  0.0516
C  -3.3284  0.6904  0.2614
C  -2.2522  0.8331  -0.6112
C  -1.2491  1.8834  -0.2812
O  -1.5346  2.8744  0.3611
N  0.0016  1.6209  -0.7621
C  1.2108  2.3121  -0.3493
C  1.0383  3.8298  -0.4722
C  2.3684  1.9017  -1.2901
O  3.1088  0.7523  -0.9025
C  2.5779  -0.4348  -1.1148
N  1.4128  -0.7103  -1.6378
O  1.3198  -2.0633  -1.6709
N  2.4229  -2.6324  -1.1696
C  3.2361  -1.6870  -0.8123
C  4.5688  -1.8786  -0.2084
C  1.5330  1.9624  1.1238
O  1.5826  0.5552  1.3569
C  0.4957  -0.0187  1.8591
N  -0.6316  0.5628  2.1666
O  -1.4307  -0.3987  2.6677
N  -0.8122  -1.5846  2.6854
C  0.3813  -1.4194  2.1997
C  1.3936  -2.4894  2.0736
C  -2.1612  -0.0105  -1.7140
C  -3.1222  -0.9822  -1.9237
H  -5.4976  -2.6787  -0.3395
H  -6.1273  -1.7390  -1.6884
H  -4.8730  -2.9471  -1.9748
H  -5.0968  -0.3998  0.7453
H  -3.3896  1.3523  1.1113
H  0.1557  0.7071  -1.1722
H  0.9016  4.0975  -1.5167
H  0.1570  4.1385  0.0815
H  1.9121  4.3434  -0.0808
H  3.1178  2.6962  -1.3005
H  1.9702  1.7622  -2.3013
H  4.6579  -1.2607  0.6829
H  4.7132  -2.9252  0.0419
H  5.3398  -1.5654  -0.9112
H  2.5236  2.3407  1.3885
H  0.7677  2.4107  1.7615
H  1.3338  -2.9546  1.0902
H  2.3900  -2.0730  2.2019
H  1.2071  -3.2542  2.8219
H  -1.3579  0.0937  -2.4289
H  -3.0417  -1.6299  -2.7852